Record 1
This record from the Open Molecules 2025 dataset describes a single C25H30N4O2S molecule. The level of theory is ωB97M-V/def2-TZVPD.

The geometry in XYZ format:
```
62
Properties=species:S:1:pos:R:3:forces:R:3
C -8.65399 -0.64732 -3.52374 0.0 0.2 -0.1
O -8.61456 -1.81651 -2.74523 0.2 -0.3 0.2
C -7.41834 -2.22639 -2.23131 -0.1 -0.3 0.1
C -7.45661 -3.39421 -1.47144 -0.2 0.1 -0.1
C -6.29196 -3.87504 -0.90922 -0.1 0.1 0.0
C -5.09003 -3.22001 -1.09480 0.1 0.1 0.1
C -5.03596 -2.04628 -1.84845 -0.3 -0.3 0.1
N -3.80541 -1.43073 -2.06858 0.2 0.1 -0.1
C -3.66036 -0.42895 -3.10135 0.2 -0.1 -0.2
C -2.19704 -0.39886 -3.55450 -0.2 0.3 -0.3
N -1.31314 -0.16066 -2.43452 -0.1 -0.2 -0.2
C -0.71722 1.05334 -2.30183 0.1 0.0 0.0
O -0.86818 1.94036 -3.12341 -0.1 0.3 0.0
C 0.18101 1.22815 -1.12229 0.2 0.1 0.0
C -0.01422 2.32410 -0.28073 -0.1 -0.1 -0.1
C 0.81954 2.56431 0.79119 0.1 -0.1 0.0
C 1.88976 1.70698 1.02376 -0.2 -0.5 -0.7
N 2.79635 1.81779 2.03333 0.1 0.6 0.7
C 3.69122 0.89298 1.98699 -0.3 -0.5 -0.7
N 4.69910 0.75468 2.84724 0.3 0.0 0.1
C 5.68215 -0.29742 2.71785 0.1 -0.4 0.0
C 6.97683 0.10040 3.42476 -0.1 0.2 -0.3
C 7.28357 1.57158 3.13959 0.2 -0.1 0.3
C 8.67083 1.95922 3.64029 -0.2 -0.1 -0.2
C 6.19819 2.45385 3.78097 -0.1 -0.2 -0.2
C 4.87687 1.68871 3.93461 0.0 0.4 0.3
S 3.50483 -0.28415 0.64689 -0.1 0.3 0.3
C 2.09455 0.61574 0.14812 0.0 0.2 0.2
C 1.25504 0.36822 -0.91633 -0.1 0.1 0.0
C -1.48297 -1.13442 -1.38343 -0.2 -0.1 0.5
C -2.94957 -1.14538 -0.93730 0.3 -0.1 0.1
C -6.21654 -1.55584 -2.41144 -0.1 0.3 -0.2
H -9.69358 -0.52985 -3.82615 0.1 0.0 0.0
H -8.34546 0.23223 -2.94865 0.0 0.0 0.0
H -8.02698 -0.73525 -4.41748 0.0 0.0 0.0
H -8.39988 -3.89803 -1.33988 -0.1 -0.1 0.0
H -6.31773 -4.78318 -0.32531 0.0 -0.1 0.0
H -4.18770 -3.63295 -0.67152 0.1 0.0 0.0
H -4.28074 -0.69776 -3.95671 0.0 0.1 0.0
H -3.94605 0.57463 -2.74554 0.0 0.0 -0.1
H -2.04108 0.40140 -4.27950 0.0 -0.1 0.1
H -1.93672 -1.36327 -4.00302 -0.1 0.0 0.0
H -0.83926 2.98995 -0.48418 -0.1 0.1 0.0
H 0.66560 3.40576 1.44726 0.0 0.1 0.1
H 5.28825 -1.23716 3.12938 0.1 0.0 -0.1
H 5.87868 -0.45851 1.65183 0.1 0.0 0.1
H 7.78587 -0.53395 3.06132 0.0 -0.1 0.1
H 6.89242 -0.05378 4.50155 0.0 0.0 0.1
H 7.25570 1.71169 2.05348 0.0 0.0 0.0
H 8.85788 3.01465 3.45786 0.1 0.1 0.0
H 9.43786 1.38166 3.12964 0.1 0.0 0.0
H 8.75632 1.77373 4.70900 0.0 0.0 0.1
H 6.04184 3.34063 3.16672 0.0 0.1 0.0
H 6.52363 2.78539 4.76816 0.0 0.1 0.1
H 4.87029 1.12707 4.87529 -0.1 0.1 0.0
H 4.02632 2.36939 3.92938 0.1 -0.1 0.1
H 1.43664 -0.46141 -1.58277 0.0 -0.1 -0.1
H -0.84218 -0.89392 -0.53576 -0.1 -0.1 -0.1
H -1.21462 -2.12292 -1.77307 0.0 0.0 0.1
H -3.09515 -1.89266 -0.15929 0.0 0.0 0.0
H -3.19028 -0.15423 -0.51374 0.0 -0.1 0.0
H -6.19364 -0.63759 -2.97399 0.0 0.1 -0.1
```
Positions in Å, forces in eV/Å.

Its multiplicity is 1. Its SMILES is COc1cccc(N2CCN(C(=O)c3ccc4nc(N5CCC(C)CC5)sc4c3)CC2)c1. As for the energy: -1738.37253 Eh. Its energy above the lowest of the compared OMol25 structures with the same formula, charge and spin is 0.995 eV.



Record 2
This record from the Open Molecules 2025 dataset describes a molecular structure, C26H28F6IrN4O6S2 at a distorted geometry. The level of theory is ωB97M-V/def2-TZVPD.

The geometry in XYZ format:
```
73
Properties=species:S:1:pos:R:3:forces:R:3
Ir 1.76002 0.84552 -0.56595 3.1 2.7 -0.1
F 5.08469 2.45780 1.75670 -0.4 -0.3 -0.1
C 4.32423 3.53207 1.99415 1.9 0.7 -0.1
F 5.08835 4.33270 2.79630 -1.8 -0.9 -0.3
F 4.18756 4.20029 0.83753 -0.5 -0.3 0.4
S 2.62771 2.89132 2.55862 0.1 1.5 2.1
O 2.07767 2.37630 1.29637 0.4 -0.5 -0.3
O 2.80442 1.98798 3.69581 0.0 0.5 -2.2
N 1.94918 4.23308 2.95409 -1.3 0.1 -0.6
S 0.35672 4.65995 2.82703 2.0 0.2 0.7
O 0.34099 6.09017 2.69298 -0.5 -1.0 -0.5
O -0.47691 3.77503 2.02914 0.7 0.6 0.6
C -0.06446 4.46161 4.62849 -0.4 0.1 1.2
F -1.35331 4.83694 4.87346 1.4 -0.2 -0.4
F 0.78051 5.23845 5.35103 -1.1 -0.8 -0.8
F 0.06572 3.18609 5.06179 0.0 0.7 -0.5
O 3.77925 3.43878 -3.02802 -3.3 -3.5 3.3
C 2.94631 2.75473 -2.32728 5.7 1.3 -3.4
O 3.20988 1.53813 -1.75536 -0.4 1.4 -0.4
C 1.61732 3.23190 -2.18207 -3.4 3.5 0.5
C 1.15466 4.48230 -2.73761 -0.9 -2.5 0.4
C -0.20140 4.82019 -2.58733 1.3 -0.5 0.1
C -0.98030 4.08126 -1.73018 -0.3 -1.1 1.3
C -0.46038 2.94877 -1.08600 0.9 0.6 -1.2
N 0.80219 2.54787 -1.35661 -1.0 0.6 -0.5
H 1.75074 5.03871 -3.41128 0.8 0.3 -0.3
H -0.61187 5.62362 -3.16515 -0.1 0.5 0.1
H -1.99631 4.32694 -1.45553 -0.1 0.2 -0.4
H -1.05519 2.32917 -0.43263 0.1 0.1 0.2
C -2.37719 -1.47262 4.28467 0.0 -1.3 1.1
C -1.59729 -2.57779 3.51456 0.8 -0.5 0.6
C -2.61153 -3.48593 2.84801 -1.6 -0.8 -1.8
C -0.73945 -3.45760 4.49188 0.6 0.7 -0.8
C -0.63907 -1.92345 2.47404 0.0 0.3 2.1
C 0.02451 -0.76359 2.90348 0.2 1.0 0.3
C 0.59391 0.14042 2.02637 0.1 -1.8 -0.3
N 0.80360 -0.25876 0.70739 -2.5 -2.0 3.5
C 0.33419 -1.51331 0.33833 -0.3 0.9 0.1
C -0.36321 -2.36358 1.19825 0.5 0.9 -0.4
C 0.43102 -1.68667 -1.11230 -0.1 -1.0 -2.9
C -0.31808 -2.56739 -1.93103 0.0 0.6 0.4
C -0.28252 -2.48472 -3.34540 1.0 0.6 0.5
C 0.74318 -1.69380 -3.85260 0.3 0.0 -0.9
C 1.53801 -0.93222 -3.03835 -0.2 0.7 -0.2
N 1.26905 -0.82620 -1.75598 -0.4 -1.8 1.0
C -1.20921 -3.16139 -4.32894 -0.4 -1.6 0.9
C -1.40176 -4.65395 -3.82957 -1.6 -0.4 -0.8
C -0.58541 -3.15926 -5.72130 -1.4 -1.0 -0.6
C -2.58262 -2.42712 -4.29091 0.3 0.5 0.7
H -3.18063 -1.97615 4.85342 0.5 0.1 0.0
H -2.91010 -0.88502 3.59977 -0.6 1.1 -1.1
H -1.86463 -0.81282 5.00210 0.3 -0.5 -0.5
H -3.53466 -3.76425 3.44329 1.4 0.5 -0.2
H -2.18667 -4.47209 2.49081 -0.2 1.1 0.4
H -3.05481 -2.96977 1.93753 0.5 -0.6 0.8
H -1.35666 -3.90099 5.24774 -0.5 -0.1 0.4
H 0.00071 -2.81291 4.98866 -0.1 -0.4 -0.1
H -0.23221 -4.30013 3.96999 -0.2 0.7 0.2
H 0.11490 -0.48488 3.96416 -0.7 -0.1 -0.6
H 0.89003 1.12466 2.38133 0.1 -0.6 -0.5
H -0.66016 -3.35325 0.94194 -0.4 -0.4 -0.7
H -1.00036 -3.25792 -1.47300 -0.3 -0.2 0.2
H 0.95395 -1.60266 -4.91549 -0.2 -0.2 0.3
H 2.32725 -0.27314 -3.40478 -0.2 -0.2 -0.1
H -0.48367 -5.16676 -3.48410 -0.5 0.4 -0.4
H -1.98721 -5.32459 -4.57093 1.4 1.2 0.7
H -2.14685 -4.61280 -3.02578 0.5 -0.1 0.3
H 0.43487 -3.51122 -5.72885 0.3 -0.1 0.0
H -0.66500 -2.20013 -6.19499 0.2 0.6 -0.2
H -1.17059 -3.85274 -6.36548 0.3 0.4 0.4
H -3.03742 -2.30796 -3.28921 0.5 -0.6 -0.1
H -3.33199 -2.89630 -4.91103 0.0 -0.2 -0.4
H -2.45625 -1.38492 -4.57022 0.1 0.1 -0.6
```
Positions in Å, forces in eV/Å.

Its multiplicity is 5. Its expectation value of S² is 6.019. As for the net charge: +1. As for the energy: -3177.49230 Eh. Its energy above the lowest of the compared OMol25 structures with the same formula, charge and spin is 0.000 eV.



Record 3
This record from the Open Molecules 2025 dataset describes a molecular structure, C26H20N6ORuS2 at a distorted geometry. The level of theory is ωB97M-V/def2-TZVPD.

The geometry in XYZ format:
```
56
Properties=species:S:1:pos:R:3:forces:R:3
Ru -1.11423 0.96104 -2.27736 0.4 -0.6 -1.9
C -5.00960 -0.83033 -1.96167 0.3 0.1 0.3
C -3.87415 -0.22011 -2.47906 -0.2 -0.1 -0.1
N -2.87228 0.14063 -1.67749 -1.1 -0.6 0.1
C -2.98786 -0.09844 -0.33802 -1.1 -0.4 -0.7
C -4.15676 -0.70775 0.14555 1.3 0.6 0.0
N -5.11988 -1.05719 -0.66210 -1.1 -0.5 -0.4
C -1.83866 0.31416 0.44353 1.2 0.4 0.0
C -1.72170 0.31759 1.82061 0.2 0.1 -0.1
C -0.55830 0.81360 2.44138 -0.1 0.0 -0.6
C 0.46729 1.26022 1.59130 -0.2 0.0 -0.2
C 0.30969 1.23222 0.21651 -1.3 -0.5 0.5
N -0.83390 0.76469 -0.35535 0.5 -0.3 2.9
C 1.25170 1.69394 -0.77540 0.8 0.4 -1.2
C 2.56936 2.11403 -0.53685 -1.3 -0.4 0.3
N 3.36756 2.43816 -1.51521 0.9 0.4 -0.7
C 2.91614 2.40660 -2.76340 0.0 -0.1 0.4
C 1.61068 2.04070 -3.04037 0.0 -0.1 -0.1
N 0.78087 1.66961 -2.06058 1.3 0.4 0.1
C -0.44003 0.89958 3.90398 0.0 0.0 0.8
C 0.69215 1.45083 4.52316 -0.1 -0.1 -0.2
C 0.74534 1.52987 5.90694 0.0 0.0 -0.9
N -0.24609 1.10181 6.64454 0.2 0.1 1.9
C -1.32417 0.57608 6.12419 -0.1 -0.1 -0.9
C -1.46666 0.45374 4.74983 0.1 0.0 -0.2
H -5.82600 -1.14161 -2.59494 -0.1 0.0 -0.1
H -3.77194 -0.03218 -3.54154 0.1 0.0 0.1
H -4.29564 -0.92430 1.19464 0.1 0.0 0.1
H -2.54680 -0.04285 2.40808 -0.1 0.0 0.1
H 1.38412 1.65490 1.99195 0.1 0.0 0.1
H 2.96868 2.17291 0.46461 0.0 -0.1 0.1
H 3.61092 2.67340 -3.54359 0.0 0.1 -0.2
H 1.23359 2.03047 -4.05528 0.0 0.0 0.1
H 1.53027 1.83560 3.96816 0.1 0.0 -0.2
H 1.60098 1.94777 6.41941 0.1 0.0 0.0
H -2.09497 0.24533 6.80634 -0.1 0.0 0.0
H -2.38058 0.02288 4.38008 -0.1 -0.1 -0.1
C 0.88598 -3.47027 -3.45388 -0.2 0.6 -0.1
S 1.02666 -1.65952 -3.29004 1.1 -0.7 0.9
O -0.38407 -1.21204 -2.98598 -1.8 1.5 0.4
C 1.79120 -1.62587 -1.64553 0.0 0.1 -0.5
C 1.01371 -1.96404 -0.54963 -0.1 -0.1 0.0
C 1.57091 -1.91210 0.71618 -0.1 0.0 -0.1
C 2.88904 -1.51016 0.87139 0.1 0.0 0.0
C 3.65732 -1.16885 -0.23134 0.0 0.0 0.1
C 3.10790 -1.22590 -1.50233 -0.1 0.0 -0.2
H 0.47739 -3.89670 -2.54587 -0.1 0.1 0.2
H 1.87742 -3.86587 -3.64765 0.2 0.0 0.0
H 0.23063 -3.67206 -4.29594 0.0 0.0 -0.1
H -0.01125 -2.27806 -0.69462 -0.1 0.0 0.0
H 0.98486 -2.20462 1.57475 0.0 0.0 0.1
H 3.32467 -1.48069 1.85783 0.1 0.0 0.1
H 4.68577 -0.86977 -0.10637 0.1 0.0 0.0
H 3.69495 -0.97976 -2.37372 0.1 0.1 -0.1
S -1.87181 1.83889 -5.55067 0.3 -0.2 1.0
C -1.51039 1.44980 -4.11313 -0.2 -0.2 -0.8
```
Positions in Å, forces in eV/Å.

Its multiplicity is 1. As for the net charge: +2. As for the energy: -2297.25785 Eh.



Record 4
This record from the Open Molecules 2025 dataset describes a molecular structure, C29H43Cl2F5N3O4PbSSi at a distorted geometry. The level of theory is ωB97M-V/def2-TZVPD.

The geometry in XYZ format:
```
89
Properties=species:S:1:pos:R:3:forces:R:3
C 4.33541 -1.27311 -6.36563 -0.6 0.0 0.2
C 5.66802 -1.60236 -5.80959 1.2 0.1 -0.4
H 4.37773 -0.30541 -6.87744 -0.3 -0.2 0.1
H 3.56958 -1.18886 -5.57560 0.7 -0.2 -0.8
H 4.00436 -2.03493 -7.08988 0.1 0.1 0.1
C 6.76213 -1.38222 -6.57350 -0.5 -0.6 0.9
C 6.72747 -0.80790 -7.94724 0.2 0.3 -0.6
H 7.75151 -1.68957 -6.24750 -0.3 0.0 0.0
H 6.22144 0.16116 -8.00833 0.0 -0.1 0.1
H 6.25375 -1.46199 -8.69218 -0.1 0.0 0.2
H 7.75288 -0.65126 -8.29050 -0.1 0.0 -0.1
Pb 2.31962 -1.25250 -2.87829 -2.5 0.9 0.1
Cl 2.06514 0.24045 -4.94244 0.0 0.1 -0.1
C 2.50115 -3.11506 1.50929 -0.6 1.4 -0.2
O 2.09497 -1.95660 1.46445 0.6 -1.4 0.0
N 3.65249 -3.48481 2.11630 0.4 -0.3 0.2
C 4.51432 -2.49122 2.71842 0.2 0.0 0.1
C 4.15904 -4.84267 2.01155 -0.1 0.2 -0.2
H 1.98250 -3.97761 1.05449 -0.3 0.2 0.0
H 3.92180 -1.63671 3.05757 0.1 -0.2 -0.1
H 5.27985 -2.12609 2.01163 -0.2 -0.1 0.2
H 5.02403 -2.95862 3.57144 -0.1 0.2 -0.1
H 3.32105 -5.51816 1.79499 0.3 0.1 0.1
H 4.61869 -5.11298 2.97216 -0.1 -0.1 -0.3
H 4.89968 -4.92960 1.19507 -0.1 -0.1 0.4
H -1.17201 0.38066 4.53736 0.1 0.0 -0.1
H -3.71521 0.35363 4.01825 0.0 0.3 -0.2
C -1.06295 1.18372 3.79833 -0.1 -0.2 0.1
C -3.48984 1.21948 3.37313 0.1 -0.2 -0.1
N -2.14224 1.11145 2.84321 -0.4 0.2 0.1
H -0.11751 1.08678 3.26723 -0.1 0.0 0.0
C -1.89817 1.08352 1.50482 0.9 -0.2 -0.6
O -0.78935 0.99521 0.99348 -1.2 0.4 0.6
H -4.21695 1.23794 2.54766 0.2 0.0 0.3
H -2.83701 1.15432 0.91466 0.2 -0.2 0.0
H -1.10381 2.13884 4.33668 0.1 0.0 0.0
H -3.59766 2.13817 3.97434 0.0 -0.2 -0.2
H 0.01927 3.67184 -3.64607 0.1 0.1 0.1
H 2.61418 2.18839 -3.67684 0.3 0.3 0.1
C 0.64481 4.24896 -2.94799 -0.2 -0.3 0.1
C 2.81136 3.07173 -3.05248 -0.2 -0.5 -0.1
N 1.62063 3.39802 -2.29579 0.0 0.3 0.4
H -0.01617 4.70423 -2.20016 0.2 0.0 -0.2
C 1.32128 2.70154 -1.16899 0.3 -0.7 0.0
O 2.02258 1.79558 -0.72849 -0.2 1.2 -0.1
H 3.64690 2.85242 -2.37682 -0.2 0.1 -0.1
H 0.36675 3.02195 -0.68949 0.4 -0.2 -0.1
H 1.18149 5.02297 -3.51021 -0.3 0.0 0.2
H 3.04333 3.91598 -3.70233 0.2 0.0 0.1
O 4.93434 -1.60526 -3.41049 0.9 0.1 0.6
C 5.66161 -2.34706 -4.47632 -0.4 0.4 0.2
C 8.14303 -2.05468 -3.99088 0.2 -0.1 0.1
C 7.01451 -2.87059 -4.06716 0.0 -0.6 -0.3
H 8.05462 -1.00779 -4.28258 0.1 -0.3 0.4
C 9.37911 -2.58757 -3.60954 -0.5 0.1 -0.1
H 4.99354 -3.19880 -4.65264 0.2 -0.1 0.1
C 7.16471 -4.26003 -3.91543 0.2 0.3 0.0
H 10.25185 -1.94643 -3.57092 0.0 0.0 0.1
C 9.49262 -3.94045 -3.32152 -0.4 -0.2 -0.2
C 8.39703 -4.78964 -3.53476 0.0 0.0 0.0
H 6.31009 -4.91262 -4.14365 0.4 0.3 0.3
H 10.44442 -4.32648 -2.98146 0.0 -0.2 -0.1
H 8.51031 -5.87396 -3.44390 0.0 0.4 0.1
Si 5.44268 -1.22757 -1.77378 1.4 -0.4 -1.2
Cl 0.16485 0.06854 -2.40818 0.5 -0.5 -0.1
C 6.84479 -0.01108 -2.00467 0.3 0.1 0.1
C 6.06160 -2.79207 -0.92194 0.0 -0.2 0.1
C 4.30503 -0.31114 -0.63277 -0.2 -0.2 -0.3
H 7.82223 -0.49643 -2.10795 -0.2 0.2 0.0
H 6.88502 0.66060 -1.13603 0.1 -0.1 -0.3
H 6.64029 0.57883 -2.90701 0.1 0.0 0.2
H 3.63751 0.45992 -1.03264 0.0 0.0 0.2
H 5.04870 0.22289 -0.02455 -0.2 0.0 -0.1
H 3.75519 -0.95289 0.04816 -0.4 0.0 0.0
H 6.95161 -3.19660 -1.42806 -0.3 0.1 0.2
H 5.29284 -3.58419 -0.92106 0.2 0.3 0.1
H 6.34706 -2.58535 0.12862 -0.2 0.0 -0.5
F -6.44501 -0.76871 0.68936 -0.5 0.1 0.1
C -5.20421 -1.23367 0.45900 0.4 -0.3 -0.1
C -4.46765 -1.79121 1.50645 0.6 -0.1 -0.5
F -5.01013 -1.89357 2.74025 -0.1 0.1 -0.1
C -3.17311 -2.24383 1.27846 -0.2 0.4 -0.9
F -2.46829 -2.79710 2.27857 -0.3 0.2 0.2
C -2.54039 -2.12398 0.00347 -1.7 0.3 0.2
S -0.94095 -2.44580 -0.24566 1.8 -1.0 0.0
C -3.38086 -1.67719 -1.05833 -0.5 -0.1 0.9
F -2.90623 -1.74278 -2.30689 -0.2 0.3 -0.1
C -4.67755 -1.21756 -0.83637 0.8 -0.5 0.4
F -5.43364 -0.79717 -1.86566 -0.1 0.1 0.0
```
Positions in Å, forces in eV/Å.

Its multiplicity is 1. As for the net charge: -1. As for the energy: -3896.40015 Eh.



Record 5
This record from the Open Molecules 2025 dataset describes a single C5H3Cl3NO3PS molecule at a distorted geometry. The level of theory is ωB97M-V/def2-TZVPD.

The geometry in XYZ format:
```
17
Properties=species:S:1:pos:R:3:forces:R:3
O 0.63601 1.23088 2.92988 -0.3 -1.1 -0.7
P 0.26537 -0.21475 2.93991 0.4 4.4 0.1
O -1.29183 -0.38561 3.07728 0.4 -1.4 1.2
O 0.92231 -0.82858 4.21582 -0.3 -1.4 0.8
S 0.83406 -1.11005 1.13081 0.7 -1.1 0.3
C -0.08382 -0.06241 0.05933 -0.3 0.5 0.5
N -1.20270 0.48160 0.54434 -0.3 0.8 -1.3
C -1.93603 1.30562 -0.21708 0.5 -0.7 0.2
Cl -3.32963 1.96817 0.55298 0.2 -0.1 -0.3
C -1.61325 1.55941 -1.56167 0.1 -0.1 0.4
Cl -2.68376 2.45943 -2.59125 0.5 -0.2 0.3
C -0.41729 1.02649 -2.04967 0.0 -0.8 0.7
C 0.36902 0.19923 -1.23079 0.3 0.0 -0.4
Cl 1.90400 -0.53782 -1.77688 -1.4 0.8 0.2
H -1.54292 -0.00647 2.23524 -1.3 0.6 -1.3
H 0.56151 -0.24592 4.92669 0.6 -0.5 -0.3
H -0.12709 1.16942 -3.06919 0.1 0.2 -0.4
```
Positions in Å, forces in eV/Å.

Its multiplicity is 1. Its SMILES is O=P(O)(O)Sc1nc(Cl)c(Cl)cc1Cl. As for the energy: -2593.03416 Eh.